ORCA calculation (the ωB97M-V functional and the def2-TZVPD basis) on a 6-piece molecular cluster, C17H33N12O5 overall at a distorted geometry.

Values from the calculation:
2S+1: 1
net charge: +1
lowest unoccupied orbital energy: -0.1907 hartree
largest force on an atom: 0.1045 Eh/bohr
gap between HOMO and LUMO: 0.17295 Eh

Structure (XYZ):
```
67
C17H33N12O5 | OMol25 | the ωB97M-V functional and the def2-TZVPD basis
C 3.052 2.214 3.893
C 3.683 2.595 2.471
C 2.825 2.543 1.161
C 3.350 2.854 -0.255
C 4.840 3.248 -0.412
C 5.715 3.341 0.873
C 5.158 3.029 2.313
C 6.205 3.187 3.546
N 7.511 2.606 3.013
C 7.502 1.246 2.733
C 8.700 0.499 2.148
C 9.871 1.477 1.923
C 9.607 2.908 2.362
N 8.465 3.510 2.901
H 2.376 3.027 4.333
H 3.894 1.910 4.625
H 2.414 1.256 3.772
H 1.728 2.241 1.284
H 2.670 2.799 -1.173
H 5.275 3.459 -1.449
H 6.816 3.636 0.698
H 6.308 4.300 3.799
H 5.858 2.563 4.454
H 6.555 0.637 2.943
H 8.713 -0.600 1.882
H 10.867 1.178 1.471
H 10.495 3.635 2.232
C 0.935 -0.456 -1.334
O 1.123 0.390 -2.199
N 0.041 -1.463 -1.474
N 1.607 -0.459 -0.158
H -0.125 -2.165 -0.773
H -0.481 -1.496 -2.335
H 2.283 0.275 -0.014
H 1.467 -1.145 0.565
C 0.671 -3.068 2.671
O 0.579 -2.954 1.456
N 0.587 -4.263 3.299
N 0.865 -2.007 3.493
H 0.659 -4.379 4.294
H 0.443 -5.076 2.722
H 0.932 -1.099 3.063
H 0.942 -2.080 4.491
C -2.973 -3.639 -3.553
O -3.775 -3.784 -2.642
N -1.631 -3.701 -3.362
N -3.354 -3.405 -4.832
H -0.955 -3.585 -4.095
H -1.309 -3.874 -2.423
H -4.343 -3.352 -5.014
H -2.711 -3.283 -5.593
C -7.632 -1.368 -3.138
O -8.774 -1.412 -3.575
N -7.002 -0.200 -2.861
N -6.899 -2.479 -2.894
H -6.066 -0.142 -2.503
H -7.516 0.650 -3.030
H -7.333 -3.367 -3.087
H -5.959 -2.464 -2.536
C -11.649 1.059 -2.834
O -11.194 1.923 -3.572
N -11.102 -0.174 -2.728
N -12.745 1.265 -2.058
H -11.461 -0.895 -2.129
H -10.282 -0.367 -3.293
H -13.181 2.171 -2.109
H -13.135 0.571 -1.446
```